{"formula": "C2H6N2", "method": "ωB97M-V with the def2-TZVPD basis set", "e_above_lowest_ev": 3.704, "homo_lumo_gap_ev": 10.114, "homo_ev": -9.60, "total_charge": 0, "max_force_ev_per_a": 3.27, "energy_ha": -189.193459, "species": ["H", "N", "N", "H", "C", "C", "H", "H", "H", "H"], "positions_angstrom": [[3.639384, 0.596591, 0.972205], [3.082241, 0.217424, 0.177236], [1.894380, 0.279799, 0.617757], [1.269358, -0.423562, 0.012285], [-1.621766, -0.661299, 0.064923], [-1.692767, 0.417089, -0.686048], [-2.377965, -1.327296, 0.137639], [-0.778991, -0.979363, 0.669441], [-0.882931, 1.050588, -0.816975], [-2.530944, 0.830026, -1.148466]], "atomic_forces_ev_per_a": [[-0.0158, 0.7300, -0.8561], [-2.1296, -0.5934, 1.6921], [0.7844, -2.3666, -1.4739], [1.3736, 2.2388, 0.6016], [1.7802, 1.0480, -0.0023], [0.4423, -0.5348, 0.8404], [-2.7205, -1.7884, 0.2630], [0.3821, 0.3886, -0.3510], [1.7644, 1.0701, 0.0980], [-1.6611, -0.1924, -0.8118]], "lowdin_charge": [0.0420, -0.0440, -0.0522, 0.0670, -0.0562, -0.0481, 0.0058, 0.0374, 0.0165, 0.0318]}

***

{"formula": "C3H15NO4", "method": "ωB97M-V with the def2-TZVPD basis set", "e_above_lowest_ev": 6.489, "homo_lumo_gap_ev": 3.623, "homo_ev": -8.32, "total_charge": 0, "max_force_ev_per_a": 4.15, "energy_ha": -478.790321, "species": ["N", "C", "C", "C", "H", "H", "H", "H", "H", "H", "H", "H", "H", "O", "H", "H", "O", "H", "H", "O", "H", "H", "O"], "positions_angstrom": [[0.509862, 0.117934, -1.897509], [2.865962, 0.741827, 1.115630], [0.652404, 1.012762, 2.297002], [1.511094, 0.531479, 1.291789], [0.546557, 0.540449, -2.816332], [0.328236, 0.833493, -1.229667], [3.344362, 1.354033, 1.910326], [3.402783, 0.277951, 0.305474], [-0.085345, 0.340160, 2.707825], [1.109291, 1.799274, 2.934264], [1.039489, -0.183449, 0.593626], [-2.232414, -0.696987, -1.003323], [-3.549282, 0.117549, -0.588820], [-2.583920, 0.151126, -0.441884], [-0.058379, 1.973531, 0.752536], [-1.198495, 1.585704, -0.103901], [-0.557263, 2.284936, -0.026385], [-0.992051, -2.315289, -0.544291], [0.155182, -3.232546, 0.093548], [-0.411228, -2.504311, 0.370878], [-2.026610, -2.270022, -2.317556], [-0.131273, -0.674904, -1.832217], [-1.638961, -1.784702, -1.571011]], "atomic_forces_ev_per_a": [[1.1119, -0.1892, -0.2018], [-1.3238, 1.3210, 1.7692], [3.9913, -0.7055, 0.9012], [-1.3190, -1.1055, -1.0812], [-0.1223, -0.2344, 0.0669], [-0.4725, 0.4407, 0.1677], [0.1928, -0.4216, -0.9315], [0.1324, -0.1479, -0.0188], [-0.9434, 0.3961, -0.5369], [-1.0219, -0.0999, -0.3838], [0.2077, -0.0426, 0.2050], [-0.2468, 0.5219, 0.4222], [0.8161, 0.2397, 0.2687], [-0.5352, 0.0076, -0.2702], [-0.2555, 0.7158, -0.6966], [-1.7080, -1.0048, -0.6004], [1.2144, 0.4546, 1.0485], [0.4504, -0.1149, 1.0475], [0.0430, 0.0436, 0.2038], [0.0867, -0.0304, -0.4566], [0.2228, 0.2849, 0.6129], [-0.2891, 0.0947, -0.1282], [-0.2320, -0.4239, -1.4075]], "lowdin_charge": [0.0856, 0.2309, 0.2121, -0.1818, 0.0242, -0.0506, 0.1049, 0.0961, 0.1180, 0.1170, 0.0974, -0.0437, 0.0221, -0.1868, -0.0275, -0.0082, -0.0344, -0.0515, -0.0167, -0.2196, 0.0259, -0.0095, -0.3041]}

***

{"formula": "C2H7O2P", "method": "ωB97M-V with the def2-TZVPD basis set", "e_above_lowest_ev": 2.395, "homo_lumo_gap_ev": 9.317, "homo_ev": -8.62, "total_charge": 0, "max_force_ev_per_a": 2.70, "energy_ha": -572.164455, "species": ["C", "O", "H", "H", "C", "P", "O", "H", "H", "H", "H", "H"], "positions_angstrom": [[-3.391267, -0.262531, 0.130352], [-2.305575, -0.127051, 0.652026], [-3.690959, -1.081212, -0.692810], [-4.390305, 0.382601, 0.448261], [2.610934, 0.622738, -0.251423], [0.705107, 0.524771, -0.189828], [0.651809, -0.927757, 0.634849], [2.934995, -0.407094, -0.643657], [2.838080, 1.456668, -1.014380], [3.058115, 0.655533, 0.846460], [0.445930, -0.070552, -1.451927], [0.533139, -0.766117, 1.532075]], "atomic_forces_ev_per_a": [[-1.5295, -0.0352, 0.2569], [-1.9905, -0.2639, -1.1113], [1.0685, 1.4425, 1.4227], [2.3601, -1.1316, -0.5477], [-0.1064, -1.0348, -0.2221], [1.0728, -0.2799, 0.7217], [0.2409, -0.2633, -2.4185], [-0.2284, 1.6366, 0.3126], [0.3133, -1.1678, 1.5838], [-0.9767, 0.6433, -2.4383], [0.3345, 0.1142, -0.0413], [-0.5585, 0.3399, 2.4815]], "lowdin_charge": [-0.1669, -0.0722, 0.1052, 0.1124, -0.3699, 0.7444, -0.3996, 0.0309, 0.0335, 0.0613, -0.0659, -0.0132]}

***

{"formula": "C6H23BClN5NiO3", "method": "ωB97M-V with the def2-TZVPD basis set", "s2": 2.004, "homo_lumo_gap_ev": [8.493, 8.461], "homo_ev": [-8.08, -8.05], "spin_multiplicity": 3, "total_charge": 0, "max_force_ev_per_a": 8.45, "energy_ha": -2735.196531, "species": ["Ni", "B", "H", "H", "H", "H", "Cl", "C", "C", "C", "O", "C", "N", "H", "H", "H", "H", "H", "H", "H", "H", "H", "H", "H", "C", "O", "N", "N", "H", "H", "H", "H", "C", "O", "N", "N", "H", "H", "H", "H"], "positions_angstrom": [[-3.645682, -0.188958, -12.463767], [-2.974366, -2.229414, -12.402799], [-2.262317, -1.420650, -12.346961], [-3.117820, -2.656039, -13.383436], [-2.639783, -2.961490, -11.684205], [-3.919461, -1.891791, -12.006515], [-2.226019, 1.075505, -13.937783], [-7.272613, 1.849404, -11.945800], [-6.002174, 1.325107, -11.263957], [-6.222104, -0.031637, -10.675826], [-4.977772, -0.480505, -10.276855], [-4.917990, -1.313675, -9.140798], [-5.050989, 1.434303, -12.349555], [-8.076505, 1.939042, -11.215163], [-7.488219, 1.174820, -12.774389], [-7.078069, 2.855674, -12.316850], [-5.461000, 1.946337, -10.550303], [-6.713147, -0.743851, -11.338959], [-6.901673, -0.063442, -9.824191], [-3.868496, -1.604781, -9.184709], [-5.755083, -1.998244, -9.277635], [-5.283183, -0.665058, -8.344538], [-4.850359, 2.417347, -12.465689], [-5.658027, 1.333048, -13.150390], [-5.130863, -0.979381, -15.164770], [-5.150633, -0.581009, -13.996997], [-4.326230, -1.841315, -15.738936], [-5.943738, -0.381612, -15.976946], [-3.741024, -2.413349, -15.146969], [-4.364614, -1.914701, -16.745534], [-5.734977, -0.585111, -16.943958], [-6.636119, 0.247833, -15.596804], [-1.976934, 1.316810, -9.963500], [-2.615997, 0.484663, -10.716838], [-1.637540, 2.522309, -10.266388], [-1.757296, 1.088512, -8.726438], [-1.671113, 3.164770, -9.487786], [-1.780354, 2.862846, -11.206467], [-1.399205, 0.158754, -8.560841], [-1.057646, 1.733201, -8.387372]], "atomic_forces_ev_per_a": [[0.7700, 1.5133, -0.7101], [0.1140, -0.8694, -0.2815], [3.0148, 3.1122, -0.2322], [-0.3991, -1.5335, -3.6749], [1.3530, -2.6352, 2.5935], [-4.2029, 0.7961, 1.6563], [-0.4092, 0.0425, 0.2627], [-0.1526, 0.6965, 1.8858], [-0.7710, 1.3777, -0.3983], [0.0493, -0.8214, 0.3394], [0.6390, 0.4027, -0.8580], [-1.2725, 1.3363, -1.2079], [0.4715, -1.0981, -1.0948], [-0.4557, -0.2054, -0.3336], [-0.3784, 0.0074, 0.1451], [-0.1086, -0.0092, -0.1715], [-1.1271, 0.1982, 0.9313], [0.1595, -0.1096, -0.7607], [-0.2397, 0.8664, 0.3527], [-0.4266, -0.7204, 0.8650], [0.7244, -1.2678, 0.2704], [0.7827, -0.1770, 0.9255], [0.9239, 0.1584, 0.4140], [0.7639, -0.8407, -0.8369], [0.7991, 1.1310, 2.0011], [0.2860, -0.9871, 1.4208], [1.1010, -1.4243, -0.1562], [-2.0063, 0.8704, -2.8481], [0.3240, 0.1019, -0.1570], [0.3708, -0.4792, 0.4749], [-1.1901, 0.7884, -0.0838], [0.3453, -0.0499, -0.6340], [-4.6041, -3.8392, -5.9496], [2.5884, 2.0601, 2.1513], [0.6238, 3.9847, -2.1726], [2.0741, -2.1577, 5.5831], [0.2863, 0.3307, -0.5826], [-0.1645, -0.0206, 0.0508], [-0.6404, -0.3829, 0.2868], [-0.0161, -0.1464, 0.5337]], "lowdin_charge": [0.3863, -0.3948, -0.0513, -0.0507, -0.0254, -0.0548, -0.1751, -0.0431, -0.3844, -0.2185, -0.2799, -0.0457, 0.0041, 0.0833, 0.0856, 0.0847, 0.1526, 0.1375, 0.1287, 0.1062, 0.0931, 0.0895, 0.1007, 0.0530, -0.7019, -0.0503, 0.2127, 0.1771, 0.0943, 0.1183, 0.1152, 0.1266, -0.6665, -0.0560, 0.1891, 0.1727, 0.1232, 0.1134, 0.1357, 0.1146]}

***

{"formula": "CH6N3O3S", "method": "ωB97M-V with the def2-TZVPD basis set", "e_above_lowest_ev": 0.773, "homo_lumo_gap_ev": 9.995, "homo_ev": -15.32, "total_charge": 1, "max_force_ev_per_a": 4.53, "energy_ha": -829.497028, "species": ["C", "N", "N", "N", "O", "O", "O", "S", "H", "H", "H", "H", "H", "H"], "positions_angstrom": [[0.539722, -0.583443, 0.464527], [1.387785, 0.183604, 1.076155], [-2.256606, 0.563885, -0.859009], [0.855610, -1.477911, -0.360097], [-2.433628, -0.349928, 1.453499], [-1.899102, -1.798761, -0.502632], [-2.027460, 1.803966, -0.270008], [-1.812560, -0.585002, 0.234663], [2.271910, 0.173198, 0.671989], [1.184162, 0.831441, 1.819220], [-1.772311, 0.492887, -1.688795], [1.836509, -1.688284, -0.603660], [0.125695, -2.135522, -0.668698], [-2.850060, 2.255317, -0.091279]], "atomic_forces_ev_per_a": [[-4.0797, 1.5125, 1.2649], [-1.2563, 0.3347, 0.4490], [-1.0293, 0.7773, 3.3974], [1.1767, -2.5139, -2.1037], [-0.3366, 0.5087, 1.7367], [0.4953, -0.4399, 0.0328], [1.2329, 0.4153, -0.4062], [1.7311, -0.9795, -1.5105], [2.2403, 0.2852, -0.1612], [-0.2724, 0.0784, -0.1588], [1.3293, -0.1412, -2.4912], [-0.6961, -0.0807, 0.1913], [0.3849, 0.4393, -0.1511], [-0.9201, -0.1961, -0.0894]], "lowdin_charge": [-0.2587, 0.2008, -0.1237, 0.1595, -0.2017, -0.2663, -0.0428, 0.7661, 0.1107, 0.1464, 0.0988, 0.1688, 0.1208, 0.1213]}